Molecular formula: C55H126F18N8O24S6
Method: DFT, ωB97M-V with the def2-TZVPD basis set

Properties
LUMO level: -0.134 Ha
HOMO energy: -11.61 eV
gap between HOMO and LUMO: 7.97 eV
net charge: +2

Each line ends with the Mulliken charge.
Atoms and positions in Å:
S (-2.44028, 3.08423, -5.44590)  1.07
S (-6.55139, 1.87927, 0.10981)  1.43
S (-2.68061, 3.09754, 5.87425)  1.30
S (-3.49464, -4.05903, 1.23021)  1.24
S (1.94469, -2.67340, 5.73595)  1.14
S (2.28313, 2.76300, -1.13645)  0.74
F (-1.67919, 5.06826, 7.32420)  -0.20
F (-1.76651, -4.64054, -0.58478)  -0.22
F (-3.09827, 3.62387, -2.75987)  -0.07
F (-2.62303, 1.53928, -3.33458)  -0.13
F (-6.02999, 3.75173, -1.62103)  -0.14
F (-2.31286, 3.38374, 8.45750)  -0.22
F (3.37376, -3.81454, 3.77102)  -0.21
F (2.93384, -5.24162, 5.32510)  -0.22
F (-0.44310, 3.18446, 7.40321)  -0.17
F (0.65419, 4.85529, -0.52291)  -0.19
F (4.47415, -3.79421, 5.67572)  -0.25
F (1.72335, 4.90657, -2.55770)  -0.17
F (-3.84980, -4.69480, -1.33473)  -0.24
F (-2.61163, -2.83435, -1.03840)  -0.11
F (-1.04737, 3.02730, -3.18519)  -0.25
F (-7.74623, 4.25825, -0.54069)  -0.22
F (2.72352, 5.30862, -0.65744)  -0.20
F (-7.92085, 2.59562, -2.08445)  -0.22
O (-0.73652, -1.09775, 2.79781)  0.30
O (-1.26385, 2.36292, -5.97573)  -0.75
O (-2.99699, 1.71403, 6.22373)  -0.72
O (2.15918, 2.41569, 0.29430)  -0.86
O (2.61741, -1.36951, 5.71409)  -0.81
O (2.75353, 1.26214, 5.70835)  -0.62
O (-3.65917, 2.29850, -5.81140)  -0.69
O (-3.06555, 6.12832, 1.06144)  -0.43
O (1.29882, 2.13038, -2.03586)  -0.41
O (-4.78560, -3.35487, 1.17928)  -0.74
O (-7.75759, 1.61679, 0.92577)  -0.90
O (-2.41816, -3.37286, 2.03279)  -0.36
O (-5.39050, 2.50955, 0.80486)  -0.67
O (0.80554, -2.66843, 4.79890)  -0.77
O (1.66433, -0.71409, -3.85338)  0.14
O (3.63723, 2.64049, -1.61345)  -0.73
O (-3.97414, 3.83347, 5.74433)  -0.80
O (1.55792, -3.16998, 7.06457)  -0.69
O (0.94130, -5.26061, 2.39212)  0.09
O (-1.83019, 3.30065, 4.71138)  -0.56
O (-2.47940, 4.53572, -5.62369)  -0.67
O (-7.42812, 1.84695, 3.51033)  -0.57
O (-3.56502, -5.44712, 1.54703)  -0.72
O (-6.22096, 0.69790, -0.69771)  -0.67
N (-4.40408, 6.09774, 3.74163)  0.03
N (3.94140, 3.31774, 3.97256)  0.42
N (-5.40524, -1.09343, 4.70723)  0.69
N (-1.37575, 0.83351, 0.66590)  0.72
N (-1.11804, -5.11945, 4.35060)  0.31
N (1.49255, 1.82724, -5.12157)  0.91
N (-1.86947, -1.65626, -8.36869)  0.21
N (7.71360, -2.31022, 1.30879)  0.81
C (-0.77052, -2.81043, -8.27683)  -0.23
C (-5.62641, -2.54053, 4.52040)  -0.90
C (-2.66021, -2.12354, -9.61655)  -0.69
C (-2.85618, -1.54473, -7.14380)  -1.32
C (0.03089, -6.33367, 2.48808)  -0.95
C (8.05744, -4.71881, 1.98363)  -0.80
C (-1.27872, 2.03157, -0.34675)  -0.16
C (-6.34618, 4.82857, 2.82292)  -1.12
C (4.39010, 3.62067, 5.43757)  -0.80
C (3.24483, -3.95569, 5.07269)  0.49
C (4.85644, 2.37534, 3.16378)  -0.88
C (-4.86293, 5.17099, 2.61446)  0.64
C (3.84196, 0.93521, -5.20237)  -1.68
C (9.66902, 0.67492, 2.77793)  -1.16
C (2.47623, 2.84402, 3.97289)  -0.13
C (-2.52777, -0.06478, 0.11924)  0.41
C (5.22950, -1.22046, 1.26651)  0.79
C (-1.47143, -2.42793, -10.53336)  -0.54
C (-4.42530, 5.77113, 1.19692)  -0.65
C (-6.68493, -0.34374, 4.27977)  -0.60
C (-2.62052, 6.21669, -0.32791)  -0.42
C (-1.67244, 3.34189, -9.48674)  -1.33
C (0.01011, 0.10301, 0.79800)  1.49
C (-2.89043, -4.06081, -0.55709)  0.41
C (4.22486, -0.46753, 0.32431)  0.30
C (3.22762, -1.42842, -0.29840)  -0.42
C (-5.21119, -0.79505, 6.16895)  -0.99
C (-6.38350, 1.23189, 4.16390)  -0.21
C (-0.42220, -3.19335, -9.68992)  -0.63
C (-1.77030, 1.50009, 2.01099)  -0.67
C (1.80557, 4.60049, -1.28603)  0.49
C (8.61649, -4.43287, 0.60786)  -0.55
C (0.08804, -1.18138, 1.64461)  -0.95
C (8.93065, -3.01642, 0.54627)  -0.80
C (-1.03710, -0.33745, -8.42975)  -0.13
C (7.03417, -3.54184, 2.02609)  -0.50
C (-0.93970, 2.05312, -9.28064)  -0.06
C (6.52250, -1.65732, 0.44630)  -1.32
C (1.92074, -0.65914, -5.23751)  0.03
C (1.26574, -2.01373, -3.37031)  -0.41
C (8.98487, -0.20541, 1.74361)  -0.19
C (-1.82536, 0.85148, -9.04478)  -0.68
C (-2.17601, -1.26805, -5.84335)  1.86
C (-4.08934, -0.71050, 3.92042)  -0.71
C (2.18182, 1.52804, 4.51763)  -0.56
C (4.00630, 4.67699, 3.27979)  -0.84
C (-3.12257, -1.32180, -4.63579)  -1.58
C (-7.14071, 3.24144, -1.13838)  0.44
C (-0.61175, -6.46785, 3.85701)  0.29
C (1.66638, -5.20757, 1.11637)  -0.34
C (-1.73888, -7.43053, 3.77552)  -1.43
C (2.39349, 0.71653, -5.64334)  0.32
C (-2.29723, 2.82329, -3.50169)  0.33
C (-1.66033, 3.75721, 7.33478)  0.33
C (8.22800, -1.40224, 2.41111)  -1.17
H (-1.66468, -4.67484, 3.62699)  0.04
H (-3.20619, -2.99757, -9.26145)  0.52
H (7.85373, -4.78445, -0.08690)  0.30
H (-2.27959, -0.53974, -0.82993)  -0.11
H (-1.63644, 6.68411, -0.36245)  0.26
H (2.38482, -0.92847, -0.77574)  -0.55
H (1.99060, 3.74066, 4.35798)  0.52
H (0.60408, -2.88063, -9.88241)  0.36
H (-3.36560, 6.74826, -0.91984)  0.41
H (-7.49802, -0.29435, 5.00402)  0.16
H (0.68736, 1.94647, -5.71953)  -0.16
H (0.98749, -0.79253, -5.78464)  -0.43
H (-3.43174, 6.28049, 3.53851)  0.39
H (-1.33808, 3.95409, -8.64918)  0.28
H (2.12972, 2.76233, 2.94267)  -0.25
H (9.85742, -2.75765, 1.05836)  0.51
H (-0.92987, 1.93359, 2.55308)  0.20
H (-2.58177, -6.99329, 3.24030)  0.34
H (2.34618, 0.80442, -6.72877)  0.26
H (-6.40693, 1.67743, 5.15841)  0.30
H (8.85798, -2.03293, 3.03837)  0.63
H (-2.17245, 2.65241, -0.40926)  0.09
H (-6.19533, -1.08341, 6.53831)  0.43
H (3.68619, 4.44713, 2.26353)  0.31
H (6.88036, -0.75061, -0.04147)  0.34
H (3.59201, 0.23148, 0.87110)  -0.68
H (4.99525, 5.12528, 3.18431)  0.33
H (0.19901, -6.65283, 4.56167)  0.39
H (5.36827, 4.10028, 5.40191)  0.39
H (-0.79023, -6.32619, 1.77128)  0.39
H (6.06202, -3.84824, 1.63988)  0.37
H (-2.26970, 0.80329, 2.68417)  -0.19
H (0.04265, -2.46910, -7.63625)  0.05
H (4.58326, 2.74194, 6.05289)  0.32
H (5.52521, -0.38826, 1.90534)  -0.18
H (-6.36110, -2.90471, 5.23852)  0.35
H (-3.48252, -1.59976, 4.09099)  0.26
H (0.83426, 0.75067, 1.09701)  -0.72
H (10.48843, 1.29575, 2.41566)  0.34
H (-2.24143, 0.52947, -9.99940)  0.36
H (0.39138, -2.41681, -3.88132)  0.18
H (-4.53071, 5.69081, 4.65731)  0.31
H (-5.47808, 1.40305, 3.58164)  0.26
H (8.81110, -4.59303, 2.76098)  0.33
H (2.02917, -2.77660, -3.52294)  0.30
H (-7.34842, 1.66138, 2.57181)  0.32
H (-4.93097, 6.95933, 3.75436)  0.39
H (2.58412, 0.31955, 5.77486)  0.73
H (9.88328, 0.25154, 3.75922)  0.33
H (3.27256, 5.41081, 3.61329)  0.38
H (-4.29237, 4.27368, 2.85404)  -0.29
H (-6.69467, 4.13278, 2.05969)  0.07
H (2.26769, -4.29975, 1.16525)  -0.28
H (3.63402, 4.10053, 6.05900)  0.37
H (-1.82600, -0.23874, -5.92150)  -0.63
H (0.90297, -5.18281, 0.33875)  0.24
H (-2.56762, 5.22892, -0.78575)  -0.03
H (-1.41290, -8.32794, 3.24968)  0.39
H (-3.19830, -2.57911, -7.11035)  0.50
H (4.41908, 2.14389, 2.19256)  0.10
H (9.53670, -4.94924, 0.33457)  0.45
H (-2.64392, -0.82337, -3.79284)  0.03
H (-4.05716, -0.81827, -4.88293)  0.48
H (-0.50184, 2.72368, -0.02187)  0.11
H (-2.67445, 0.97476, -8.37250)  0.40
H (5.01933, 1.58157, 3.89281)  0.43
H (4.68859, 0.19290, -0.40841)  0.92
H (7.34452, -1.13288, 2.98990)  0.51
H (-5.99686, -2.75134, 3.51719)  0.40
H (6.26122, -2.44387, -0.26164)  0.37
H (0.62923, -7.23253, 2.33930)  0.50
H (-5.16760, 0.29379, 6.19406)  0.34
H (9.14515, -2.53236, -0.40650)  0.37
H (1.03492, -1.82254, -2.32233)  -0.10
H (2.22157, -6.13373, 0.96777)  0.42
H (-4.68619, -3.03558, 4.76334)  0.35
H (4.68583, -2.00017, 1.79997)  0.22
H (7.75266, -5.76024, 2.08671)  0.39
H (-1.77274, -2.92817, -11.45373)  0.57
H (-2.62497, 2.14328, 1.80134)  0.36
H (-0.53198, -0.06071, -7.50435)  -0.79
H (0.32536, -0.10259, -0.22495)  -0.35
H (-1.54878, -5.23808, 5.25641)  0.41
H (-0.28194, 2.06116, -8.41151)  -0.13
H (-0.40811, 1.83022, -10.20575)  0.46
H (2.82227, -1.97925, 0.55034)  -0.34
H (-1.47941, 3.80401, -10.45487)  0.38
H (-0.24509, -1.95533, 0.95314)  0.12
H (3.66966, -2.23462, -0.88384)  0.53
H (9.66203, -0.52157, 0.95013)  0.41
H (-0.31887, -4.50633, 4.42486)  -0.04
H (-1.07598, -1.46251, -10.84909)  0.21
H (-3.56061, -0.81111, -7.53580)  0.47
H (2.69882, -1.33135, -5.59923)  0.59
H (-4.79630, 5.06926, 0.45005)  0.25
H (-3.38408, 0.58488, -0.06181)  0.15
H (-2.74263, -0.77012, 0.92201)  -0.42
H (-4.14478, -0.36349, 2.88862)  0.13
H (-3.47295, -2.33294, -4.42862)  0.53
H (1.12106, 1.27746, 4.52742)  0.65
H (-1.23851, -3.71548, -7.88958)  0.44
H (-4.88080, 6.76070, 1.15991)  0.48
H (-2.74969, 3.20496, -9.39244)  0.34
H (-0.54465, -4.27498, -9.74627)  0.32
H (4.05529, 0.74906, -4.14979)  0.26
H (4.30320, 1.86134, -5.54536)  0.46
H (2.74345, 0.87212, 3.85248)  -0.08
H (1.93004, 2.73314, -5.03192)  0.48
H (1.07776, -1.44484, 2.01762)  0.28
H (8.87117, 1.40910, 2.88983)  0.22
H (-2.14564, -7.81084, 4.71254)  0.41
H (-4.41769, -1.36561, 6.65157)  0.32
H (-3.61928, 0.08672, 4.49625)  0.21
H (-1.34468, -1.86571, -5.46946)  -0.11
H (-6.70335, 4.38368, 3.75169)  0.37
H (-6.83820, 5.74249, 2.49007)  0.44
H (1.21425, 1.46428, -4.22106)  -0.33
H (4.54118, 0.24440, -5.67352)  0.50
H (-3.40538, -1.46779, -10.06689)  0.41
H (-1.05886, 1.48186, -1.26194)  0.09
H (-0.22696, -0.64313, -9.09183)  0.68
H (5.84677, 2.71301, 2.85829)  0.49
H (8.19953, 0.35590, 1.23740)  0.16
H (6.95276, -3.38423, 3.10156)  0.09
H (-0.50735, -1.83195, 3.37229)  -0.16
H (-7.01284, -0.75231, 3.32392)  0.51